{
  "formula": "C2HBr2N2",
  "method": "ωB97M-V/def2-TZVPD",
  "elements": ["C", "H", "Br", "Br", "N", "C", "N"],
  "xyz": [[0.657, 0.141, -0.063], [1.416, 0.910, 0.083], [-1.227, 2.314, -0.081], [-2.152, -0.632, -0.033], [0.829, -1.147, -0.048], [-0.684, 0.591, 0.006], [1.162, -2.177, 0.136]],
  "forces_ev_per_a": [[-3.74, 4.38, 0.33], [0.49, -0.88, -0.31], [0.49, 0.50, 0.22], [1.11, 0.41, 0.13], [1.54, -1.61, 0.98], [0.27, -1.92, -0.88], [-0.16, -0.89, -0.46]],
  "lowdin_charge": [-0.193, 0.152, 0.923, 0.809, -0.011, -1.107, 0.427],
  "multiplicity": 1,
  "charge": 1,
  "e_tot_ev": -145145.1518,
  "e_above_lowest_kj_mol": 34.5,
  "homo_lumo_gap_ev": 8.8,
  "e_homo_ev": -15.4,
  "mol_weight_da": 212.85
}

{
  "formula": "CH3NO",
  "method": "ωB97M-V/def2-TZVPD",
  "elements": ["H", "C", "H", "N", "H", "O"],
  "xyz": [[1.105, -0.942, 1.310], [-0.546, -0.068, -0.592], [0.681, 0.902, 1.325], [0.734, 0.533, -0.456], [-0.419, -1.045, -1.037], [-1.555, 0.619, -0.551]],
  "forces_ev_per_a": [[-0.29, 1.97, -1.63], [-0.68, 1.93, -0.63], [0.16, -1.34, -3.59], [0.59, -0.39, 5.79], [-0.88, -0.81, 0.02], [1.10, -1.36, 0.04]],
  "lowdin_charge": [0.176, -0.581, 0.212, 0.088, 0.078, 0.028],
  "multiplicity": 1,
  "e_tot_ev": -4613.7189,
  "e_above_lowest_kj_mol": 936.1,
  "homo_lumo_gap_ev": 7.0,
  "e_homo_ev": -10.1,
  "mol_weight_da": 45.04
}

{
  "formula": "C5H12N2O",
  "method": "ωB97M-V/def2-TZVPD",
  "elements": ["N", "H", "H", "H", "H", "C", "C", "C", "N", "H", "H", "C", "H", "H", "H", "H", "O", "C", "H", "H"],
  "xyz": [[-1.665, -0.550, 1.006], [-1.281, 0.410, 2.714], [1.937, 0.752, -0.232], [-0.263, -0.551, -1.396], [1.889, 1.205, -2.239], [0.914, -0.501, 0.930], [1.185, 0.404, -2.499], [-0.420, -1.391, 1.224], [1.091, 0.234, -0.219], [-1.643, -0.299, 0.022], [-0.396, -1.556, 2.434], [0.255, 0.331, -1.450], [-0.554, -2.315, 0.575], [-1.003, 1.651, 1.365], [1.861, -0.539, -2.336], [0.982, 0.349, -3.630], [1.798, -0.487, 1.743], [-1.577, 0.667, 1.755], [-0.502, 1.199, -1.436], [-2.608, 0.988, 1.667]],
  "forces_ev_per_a": [[2.52, -1.35, -0.99], [0.38, 0.06, 2.05], [0.70, 0.39, 0.21], [-1.72, -2.18, -0.56], [-0.14, 0.22, -0.80], [-1.05, -1.16, -0.61], [4.80, -2.11, -3.74], [-0.48, 1.49, 1.12], [-2.02, -0.13, -0.15], [-0.48, -0.21, 0.00], [0.25, -0.17, -3.26], [-1.97, 2.17, 3.64], [0.64, 0.99, 1.13], [-0.39, -2.50, 0.54], [-0.96, 1.49, -0.54], [-0.44, 0.58, 1.94], [0.62, -0.06, 1.11], [-1.05, 2.84, -2.30], [1.08, -1.02, 0.22], [-0.31, 0.66, 1.00]],
  "lowdin_charge": [-0.145, 0.049, 0.118, 0.075, 0.081, -0.482, -0.135, -0.095, 0.054, 0.062, 0.161, -0.308, 0.120, 0.126, 0.124, 0.113, 0.045, -0.176, 0.145, 0.070],
  "smiles": "CCNC(=O)CNC",
  "multiplicity": 1,
  "e_tot_ev": -10405.3064,
  "e_above_lowest_kj_mol": 300.8,
  "homo_lumo_gap_ev": 9.6,
  "e_homo_ev": -8.9,
  "mol_weight_da": 116.16
}

{
  "formula": "C5H11N2",
  "method": "ωB97M-V/def2-TZVPD",
  "elements": ["H", "C", "H", "C", "C", "H", "H", "H", "N", "H", "H", "H", "N", "C", "H", "H", "C", "H"],
  "xyz": [[-2.840, 0.429, -0.557], [-1.348, -1.931, -0.034], [0.770, 0.857, -1.021], [1.312, 0.005, -0.523], [-1.792, 0.531, -0.158], [-0.645, -2.809, 0.320], [-0.308, 2.080, 0.449], [2.517, 1.225, 0.562], [2.568, 0.365, 0.090], [3.254, 0.041, -0.466], [1.557, -0.862, -1.179], [-1.968, 2.676, -0.207], [0.325, -0.454, 0.682], [-1.037, -0.632, 0.168], [0.601, -1.313, 1.089], [-2.157, -2.304, -0.655], [-1.367, 1.787, 0.097], [0.558, 0.308, 1.343]],
  "forces_ev_per_a": [[1.37, -0.24, 0.42], [1.62, -1.06, 0.30], [0.33, -1.26, 0.44], [0.95, -0.04, 0.49], [-1.29, 2.26, -0.01], [-1.33, 2.03, -0.68], [-1.86, -0.66, -0.35], [1.12, 1.27, 0.09], [-5.10, -0.80, 1.12], [3.50, -0.41, -1.52], [-1.01, 0.64, 0.40], [0.42, -0.96, 0.49], [0.76, 2.23, -1.65], [0.09, -2.52, 0.07], [0.84, -1.08, 0.46], [-0.28, 0.48, 0.44], [0.90, 0.67, -0.57], [-1.02, -0.55, 0.06]],
  "lowdin_charge": [0.147, 0.131, 0.130, -0.127, -0.130, 0.129, 0.089, 0.079, 0.071, 0.046, 0.151, 0.091, 0.098, -0.338, 0.137, 0.086, 0.042, 0.168],
  "smiles": "C=CC(=C)[NH2+]CN",
  "multiplicity": 1,
  "charge": 1,
  "e_tot_ev": -8334.7500,
  "e_above_lowest_kj_mol": 228.6,
  "homo_lumo_gap_ev": 9.6,
  "e_homo_ev": -13.5,
  "mol_weight_da": 99.16
}

{
  "formula": "C6H8LiO6Sm",
  "method": "ωB97M-V/def2-TZVPD",
  "elements": ["C", "H", "H", "H", "C", "C", "H", "Sm", "C", "O", "O", "C", "Li", "C", "H", "H", "O", "H", "O", "O", "O", "H"],
  "xyz": [[-2.566, -0.794, -0.272], [3.702, 0.183, -1.619], [-1.754, 0.832, 1.549], [1.429, -1.061, -2.813], [2.636, 0.415, -1.722], [0.810, 0.732, -0.346], [-0.212, 2.917, 0.642], [0.126, -1.778, 1.451], [1.779, -0.850, -1.795], [2.201, 1.040, -0.528], [-0.026, 1.609, -0.959], [-0.930, 2.256, 0.136], [2.361, 0.251, 1.513], [-2.076, 1.418, 0.684], [2.453, 1.081, -2.578], [-2.849, 2.113, 1.047], [0.673, -0.571, -0.955], [2.328, -1.718, -1.399], [-1.792, -1.237, 0.610], [-2.707, 0.577, -0.282], [0.578, 0.660, 0.965], [-1.455, 3.124, -0.296]],
  "forces_ev_per_a": [[-0.49, -0.31, -0.61], [-0.19, 0.15, -0.13], [-0.05, 0.00, -0.21], [0.08, 0.01, 0.20], [0.09, 0.09, -0.17], [-0.52, -0.43, 2.15], [-0.30, -1.34, 1.44], [1.25, -0.36, 0.48], [0.08, -0.17, -0.19], [0.25, 0.05, -0.26], [-2.03, 1.40, 1.17], [0.75, 1.66, -2.97], [-0.06, 0.38, -0.15], [0.50, -0.44, 1.52], [0.13, -0.14, 0.15], [0.19, -0.02, -0.21], [0.16, -0.10, -0.27], [-0.17, 0.13, -0.09], [-1.19, 0.48, -0.16], [0.22, 0.59, -0.03], [1.24, -0.98, -0.14], [0.06, -0.63, -1.50]],
  "lowdin_charge": [-0.270, 0.120, 0.090, 0.126, -0.166, -0.833, 0.126, 0.794, -0.176, -0.092, 0.021, -0.087, 0.184, -0.209, 0.126, 0.121, -0.141, 0.098, -0.428, -0.134, -0.378, 0.107],
  "multiplicity": 7,
  "charge": -1,
  "e_tot_ev": -36743.1912,
  "homo_lumo_gap_ev": [3.4, 3.3],
  "e_homo_ev": [-1.1, -0.9],
  "s_squared": 12.0138,
  "mol_weight_da": 333.42
}

{
  "formula": "C6H12ClN",
  "method": "ωB97M-V/def2-TZVPD",
  "elements": ["H", "H", "H", "H", "C", "C", "C", "H", "N", "H", "H", "H", "H", "H", "H", "C", "C", "Cl", "C", "H"],
  "xyz": [[1.726, 0.820, 0.592], [0.776, -0.399, -3.049], [-0.899, -2.061, -2.311], [0.152, -2.468, 2.219], [-0.345, 1.487, -2.321], [-0.098, -0.036, -2.520], [-0.242, -1.808, 1.467], [-1.301, 1.555, -1.862], [1.404, -0.209, 0.397], [-0.565, 1.950, -3.234], [-1.937, -0.684, -1.508], [2.165, 2.478, 3.000], [-0.423, -0.327, 3.145], [-1.460, 0.186, 1.672], [0.415, 1.974, -1.685], [-0.989, -0.983, -2.086], [-0.541, -0.337, 2.128], [2.755, 1.625, 3.896], [0.514, -0.619, 1.125], [-1.105, -2.146, 0.933]],
  "forces_ev_per_a": [[-1.17, -2.26, -0.35], [0.09, 0.27, -0.03], [0.21, 0.79, 0.23], [0.28, -0.27, -0.08], [0.59, -2.42, 1.13], [-1.95, -0.76, 0.89], [-1.14, 1.41, 0.92], [-0.78, 0.09, 1.05], [2.98, 2.70, -1.02], [0.61, 0.92, -1.61], [1.53, -0.38, -0.96], [0.99, -1.43, 1.53], [0.52, 0.49, 2.27], [1.50, -0.88, 0.97], [-0.27, -0.09, -0.63], [-0.14, 1.54, -0.13], [-1.37, -0.51, -3.77], [-1.01, 1.43, -1.53], [-1.59, -0.24, 1.81], [0.10, -0.40, -0.67]],
  "lowdin_charge": [0.096, 0.079, 0.049, 0.093, -0.101, -0.218, -0.048, 0.043, 0.149, 0.042, 0.073, -0.175, 0.044, 0.123, 0.069, -0.050, -0.046, 0.185, -0.486, 0.078],
  "smiles": "N=C1CC1.C=CC.Cl",
  "multiplicity": 1,
  "e_tot_ev": -20425.5322,
  "e_above_lowest_kj_mol": 389.8,
  "homo_lumo_gap_ev": 9.6,
  "e_homo_ev": -9.2,
  "mol_weight_da": 133.62
}

{
  "formula": "C4H7CuLiO2",
  "method": "ωB97M-V/def2-TZVPD",
  "elements": ["Cu", "C", "O", "C", "Li", "O", "H", "C", "H", "H", "C", "H", "H", "H", "H"],
  "xyz": [[-2.738, 1.439, -3.484], [0.308, 0.523, 0.555], [0.188, -0.356, -2.204], [0.504, -1.184, -1.349], [-0.849, -0.453, -3.755], [0.093, 1.667, 2.678], [-0.142, -1.659, 0.598], [0.520, -0.927, 0.115], [1.529, -1.234, 0.448], [-1.053, -0.030, 2.267], [-0.193, 0.563, 1.941], [0.626, -2.237, -1.676], [-0.132, 1.113, -0.269], [0.178, 1.443, 3.610], [1.162, 1.332, 0.526]],
  "forces_ev_per_a": [[-0.05, 0.02, -0.03], [1.20, 2.33, -0.47], [0.24, -0.49, 0.20], [-1.29, -0.07, -0.17], [0.20, 0.20, 0.14], [0.32, 0.06, -0.31], [-0.09, 0.25, -0.13], [1.82, 0.59, -0.24], [-0.24, -0.23, -0.05], [0.28, -0.01, -0.11], [-0.77, 0.03, 0.09], [0.34, 0.22, 0.20], [-1.59, -0.51, 0.33], [-0.23, 0.01, 0.11], [-0.14, -2.42, 0.45]],
  "lowdin_charge": [0.325, -0.208, -0.120, -0.190, 0.615, 0.003, 0.140, -0.146, 0.147, 0.114, -0.198, 0.141, 0.101, 0.109, 0.167],
  "multiplicity": 3,
  "charge": 1,
  "e_tot_ev": -53191.0888,
  "e_above_lowest_kj_mol": 0.0,
  "homo_lumo_gap_ev": [6.3, 8.5],
  "e_homo_ev": [-10.1, -14.2],
  "s_squared": 2.0055,
  "mol_weight_da": 157.58
}

{
  "formula": "C2H2BrO2S",
  "method": "ωB97M-V/def2-TZVPD",
  "elements": ["O", "O", "Br", "S", "C", "C", "H", "H"],
  "xyz": [[0.793, -1.449, 1.232], [0.362, -2.100, -0.939], [-2.281, 1.276, 0.109], [0.756, 1.614, 0.149], [-0.492, 0.567, -0.512], [0.545, -1.619, 0.131], [0.702, 0.968, 1.371], [-0.384, 0.742, -1.540]],
  "forces_ev_per_a": [[0.87, 0.39, 2.75], [0.70, 0.10, 1.13], [-0.37, 0.03, -0.31], [0.24, -0.23, 1.42], [0.43, -0.59, 1.56], [-1.83, -0.57, -4.16], [0.55, 0.69, -0.59], [-0.59, 0.18, -1.79]],
  "lowdin_charge": [0.127, 0.090, 0.252, 0.444, -1.111, -0.555, -0.148, -0.098],
  "multiplicity": 1,
  "charge": -1,
  "e_tot_ev": -87079.5995,
  "e_above_lowest_kj_mol": 168.9,
  "homo_lumo_gap_ev": 6.3,
  "e_homo_ev": -2.7,
  "mol_weight_da": 170.01
}